Formula: C19H44Br3N4O8P
Source: the Open Molecules 2025 dataset
Level of theory: wB97M-V/def2-TZVPD

XYZ file:
```
79
Properties=species:S:1:pos:R:3:forces:R:3
C -9.340215 29.189915 -2.826317 0.05 -0.35 0.09
O -9.667820 28.461076 -1.910143 0.05 -0.03 0.19
N -9.162917 30.516809 -2.763675 0.42 0.10 -0.24
C -8.952009 31.287520 -3.979449 -0.19 -0.19 0.02
C -9.268291 31.276889 -1.535421 -0.62 0.03 0.07
H -9.119349 28.797233 -3.832475 -0.11 -0.04 -0.08
H -8.505513 30.722484 -4.798585 -0.10 -0.42 0.24
H -8.239639 32.086794 -3.778868 -0.34 0.28 0.03
H -9.933053 31.627228 -4.321012 0.28 0.57 -0.13
H -9.399748 30.640012 -0.661649 0.49 -0.24 -0.27
H -8.385020 31.911573 -1.470772 -0.07 0.04 0.35
H -10.174433 31.894368 -1.522969 0.16 0.19 -0.28
C -10.789980 23.722358 3.010514 0.66 0.37 -0.37
O -10.805280 24.055573 4.179259 -0.40 -0.20 0.09
N -9.772058 24.020085 2.166468 -0.20 0.05 0.27
C -8.669903 24.854679 2.582914 0.42 0.14 0.01
C -9.756988 23.661314 0.774425 0.08 0.24 -0.45
H -11.579662 23.163424 2.488632 -0.20 -0.12 0.23
H -7.729787 24.316759 2.430662 0.04 0.04 -0.06
H -8.717149 25.142351 3.627119 -0.35 -0.24 0.07
H -8.634973 25.771845 1.993309 0.03 -0.09 -0.12
H -8.760860 23.281934 0.526845 -0.11 -0.14 -0.08
H -10.507605 22.922581 0.509113 -0.07 -0.17 0.29
H -9.944528 24.526946 0.127702 0.06 0.08 0.11
C -7.858425 33.054742 5.313199 -0.12 0.55 -0.37
O -8.405308 34.077261 4.937260 0.24 -0.07 0.08
N -8.490283 31.922452 5.630418 -0.32 -1.04 0.30
C -7.791752 30.779783 6.174705 0.81 -0.05 0.19
C -9.941627 31.810499 5.653806 0.29 0.34 -0.13
H -6.767108 32.942662 5.406782 0.10 0.17 -0.03
H -7.946380 30.721505 7.254693 -0.28 -0.34 -0.03
H -6.707364 30.817256 6.040406 -0.05 0.62 -0.10
H -8.024766 29.852875 5.652446 -0.64 0.04 0.27
H -10.220402 30.880253 5.162735 -0.16 -0.02 0.02
H -10.310319 31.820964 6.681195 -0.01 -0.11 0.05
H -10.370232 32.661291 5.131837 0.03 -0.02 -0.08
C -6.459496 26.806767 -0.527263 -0.02 -0.46 0.70
O -6.939744 26.801563 0.597751 -0.08 0.39 -0.34
N -5.762681 25.766529 -1.027569 0.26 0.51 -0.75
C -5.132936 25.820404 -2.340426 -0.02 -0.44 0.15
C -5.593463 24.543541 -0.286701 -0.16 -0.28 0.62
H -6.552924 27.653300 -1.220934 -0.03 0.02 -0.02
H -4.043961 25.847662 -2.264440 0.03 -0.12 0.09
H -5.422943 26.676074 -2.945993 -0.32 0.11 0.28
H -5.433137 24.906788 -2.856866 0.19 0.10 -0.28
H -6.351268 24.481672 0.491676 -0.14 0.08 -0.13
H -5.691075 23.682780 -0.948132 -0.01 0.04 -0.08
H -4.640176 24.465572 0.242765 0.18 0.19 -0.24
C -8.379593 29.033503 2.582455 -0.20 -0.14 0.45
Br -9.707272 28.080644 3.710137 0.57 0.59 -0.67
Br -6.635585 28.937989 3.419296 -0.16 0.16 -0.20
Br -8.953867 30.855643 2.181520 0.24 -0.59 0.30
H -8.231739 28.508776 1.644611 -0.35 -0.13 0.02
C -12.231881 28.769979 0.774171 -0.76 0.60 0.06
C -11.685712 27.369207 0.655547 0.08 0.53 1.30
O -12.348205 26.575214 1.697703 -0.38 -1.28 -0.92
P -13.642818 25.730912 1.256101 -0.23 1.51 -0.07
O -14.707752 26.573088 0.665664 0.41 -0.63 0.37
O -13.104416 24.616532 0.249617 0.10 -0.07 0.75
C -14.096112 23.850638 -0.469019 -0.40 0.16 -0.37
C -13.530747 22.487021 -0.798177 0.40 -0.06 -0.62
O -14.021752 24.924565 2.564530 0.29 0.44 -0.49
C -14.488399 25.541008 3.794462 0.44 -0.67 0.81
C -13.387227 26.259941 4.568051 0.03 -0.42 -0.43
H -12.357882 29.074590 1.817802 0.40 -0.33 0.10
H -11.594633 29.527395 0.324144 0.09 -0.12 -0.33
H -13.251086 28.846518 0.387976 0.17 -0.09 -0.34
H -11.785623 26.912569 -0.324031 -0.07 0.00 -0.06
H -10.641770 27.378397 0.971904 0.04 -0.24 -0.30
H -15.018063 23.790468 0.111773 0.09 -0.11 0.13
H -14.356922 24.422382 -1.360900 0.15 -0.08 -0.08
H -12.475373 22.590535 -1.059477 0.13 0.02 0.45
H -13.674079 21.756260 -0.006272 0.18 0.06 0.12
H -13.919548 22.061188 -1.726638 -0.56 0.16 0.18
H -15.365943 26.170721 3.656464 -0.01 -0.10 -0.44
H -14.742250 24.640761 4.356827 -0.42 0.28 0.13
H -12.548878 25.571322 4.687474 0.07 0.14 -0.06
H -13.059520 27.142119 4.027360 0.08 0.18 0.13
H -13.736380 26.520637 5.567656 -0.18 0.12 -0.10
```
Positions in Å, forces in eV/Å.

Output
* spin multiplicity: 1
* E_tot: -9634.7918 Ha
* LUMO level: 0.046 eV
* ΔE to the lowest compared entry with this formula, charge and spin: 0.000 eV

Results of the Löwdin charge analysis, in e, for atoms 1 through 4:
1 C -0.35
2 O 0.01
3 N -0.20
4 C -0.06

=====

Formula: C19H44N2O4
Source: the Open Molecules 2025 dataset
Level of theory: wB97M-V/def2-TZVPD

XYZ file:
```
69
Properties=species:S:1:pos:R:3:forces:R:3
C 5.055756 -2.509242 2.488500 0.15 0.00 -0.33
O 5.599332 -1.655825 1.501782 -0.03 0.13 0.24
C 4.805904 -0.498030 1.265415 0.09 -0.60 -0.64
C 3.605709 -0.815068 0.386009 -0.17 0.05 0.19
C 2.777733 0.404859 -0.013063 0.72 0.05 0.02
C 2.409033 1.359355 1.125050 -0.57 -0.49 -0.01
C 1.943370 0.710272 2.440632 -0.20 0.50 -0.02
C 0.423876 0.646588 2.657614 0.88 -0.27 0.46
C -0.213680 -0.622609 2.165547 -1.06 0.22 -0.16
C -0.500069 -0.747907 0.665341 -0.46 0.09 0.15
C -0.361754 -2.239956 0.403227 -0.49 -0.61 0.22
C 0.207253 -2.837690 1.704773 1.30 -0.08 -0.86
O 0.514928 -1.762330 2.569321 0.15 -0.16 0.09
H 4.759964 -1.949179 3.374262 -0.10 0.08 0.17
H 4.209462 -3.079920 2.111134 -0.31 0.01 -0.02
H 5.820652 -3.226822 2.757859 0.23 -0.05 0.08
H 5.450880 0.170450 0.703856 0.17 0.33 0.12
H 4.515335 -0.044711 2.208439 -0.01 0.18 0.22
H 2.964834 -1.546255 0.871036 -0.13 -0.16 0.21
H 3.993049 -1.289249 -0.511207 0.04 -0.15 -0.20
H 3.371736 0.965652 -0.733077 0.01 0.19 -0.20
H 1.906338 0.062548 -0.557842 -0.21 -0.02 -0.01
H 3.228794 2.044725 1.314024 0.27 -0.02 0.07
H 1.585774 1.976164 0.774676 -0.08 0.31 -0.12
H 2.334627 -0.288473 2.591082 0.18 -0.16 -0.08
H 2.344293 1.311067 3.251368 0.12 0.11 0.19
H -0.071782 1.523824 2.258780 -0.24 0.09 -0.24
H 0.266922 0.663084 3.733765 -0.09 0.07 0.23
H -1.199540 -0.693536 2.642895 -0.12 0.05 0.13
H 0.052467 -0.097563 -0.000093 0.52 -0.06 0.11
H -1.528442 -0.427212 0.537790 -0.24 -0.01 -0.20
H -1.326417 -2.696201 0.197791 -0.18 0.04 -0.10
H 0.271993 -2.507108 -0.430561 0.23 0.20 -0.22
H 1.165334 -3.302415 1.458336 0.09 -0.16 0.15
H -0.383263 -3.640418 2.140500 -0.51 0.31 0.36
C 1.033482 -1.785804 -3.100613 -0.13 0.01 0.16
O -0.235709 -1.245492 -3.416790 0.13 0.01 -0.01
C -0.586634 -1.277843 -4.786528 -0.15 0.10 -0.11
C -1.193259 -2.607397 -5.259600 0.12 -0.13 0.17
C -0.165748 -3.716562 -5.459289 0.03 -0.04 -0.11
N -2.245837 -3.089112 -4.360345 -0.01 0.20 0.02
H 1.766764 -1.588244 -3.887617 -0.02 -0.04 -0.05
H 0.970228 -2.861322 -2.915890 0.12 -0.03 -0.09
H 1.374406 -1.307700 -2.181935 -0.02 0.02 -0.04
H -1.343138 -0.498103 -4.910404 -0.01 -0.01 0.06
H 0.272878 -0.991478 -5.406854 0.03 -0.08 0.00
H -1.653693 -2.411753 -6.232653 -0.01 0.07 0.00
H 0.177992 -4.130027 -4.511377 0.00 0.05 0.05
H -0.606151 -4.537003 -6.025276 -0.04 0.00 0.03
H 0.704210 -3.354724 -6.011109 0.00 0.01 0.02
H -2.986578 -2.395114 -4.308305 -0.03 -0.07 -0.07
H -1.860189 -3.115060 -3.419480 0.00 -0.08 -0.03
C -4.617809 5.702746 0.807585 0.13 0.12 0.04
O -3.904060 5.475441 2.008846 -0.10 -0.03 -0.07
C -4.133508 4.223219 2.624358 0.04 -0.06 0.21
C -3.284471 3.070625 2.068269 0.00 0.07 -0.25
C -3.771526 2.540385 0.723575 -0.05 -0.12 -0.01
N -1.867969 3.429789 1.952100 -0.04 0.14 0.17
H -5.609511 5.242466 0.837038 0.00 -0.05 -0.01
H -4.067929 5.333305 -0.061210 -0.09 -0.06 -0.04
H -4.737704 6.780029 0.696047 0.01 0.00 0.04
H -3.865987 4.363502 3.675215 0.03 0.05 -0.02
H -5.202643 3.975118 2.596591 0.00 -0.04 -0.08
H -3.359708 2.249390 2.787834 -0.02 0.04 0.07
H -3.521739 3.213985 -0.095842 0.00 0.06 0.02
H -3.299027 1.582374 0.505289 0.04 0.02 0.01
H -4.852902 2.389886 0.726420 0.00 0.02 0.00
H -1.514868 3.686808 2.870508 0.04 -0.09 -0.01
H -1.812065 4.292803 1.416481 0.02 -0.06 -0.07
```
Positions in Å, forces in eV/Å.

Output
* spin multiplicity: 1
* E_tot: -1160.7162 Ha
* LUMO level: 0.727 eV
* ΔE to the lowest compared entry with this formula, charge and spin: 0.000 eV
* SMILES: COCCCCCC[C@H]1CCCO1.COC[C@@H](C)N.COC[C@@H](C)N

Results of the Löwdin charge analysis, in e, for atoms 1 through 4:
1 C -0.11
2 O -0.18
3 C -0.22
4 C -0.18

=====

Formula: C19H44NO12PSi
Source: the Open Molecules 2025 dataset
Level of theory: wB97M-V/def2-TZVPD

XYZ file:
```
78
Properties=species:S:1:pos:R:3:forces:R:3
C 6.359437 0.047601 -0.439265 0.04 0.01 -0.01
C 5.789703 -1.058814 -1.321684 -0.01 -0.06 0.08
O 4.518972 -0.755067 -1.869007 0.10 0.00 -0.02
C 3.467117 -0.759054 -0.920159 -0.26 0.11 -0.02
C 2.132693 -0.854854 -1.680757 0.10 -0.04 0.03
C 1.291995 0.429587 -1.717246 -0.08 0.07 -0.01
C 0.915251 1.060673 -0.364030 -0.03 -0.07 -0.05
C -0.219911 0.318216 0.377917 -0.17 0.21 -0.10
Si 0.248044 -1.214581 1.364331 0.16 -0.15 -0.17
P -0.770892 -3.115076 0.643732 -0.11 0.36 -0.77
N -1.059504 -4.230321 1.668126 -0.03 0.05 0.00
O -2.120476 -2.643922 -0.124930 0.23 -0.28 0.53
O 0.155730 -3.613206 -0.612130 -0.30 0.05 0.25
H 6.561228 0.948609 -1.027621 -0.07 -0.12 0.09
H 5.671510 0.310005 0.371191 0.09 -0.06 -0.11
H 7.297661 -0.280196 0.023086 -0.12 0.04 -0.12
H 5.719330 -2.002858 -0.753544 0.03 0.17 -0.06
H 6.437476 -1.239627 -2.184857 -0.03 0.05 0.15
H 3.493662 0.163261 -0.319486 0.07 -0.17 -0.04
H 3.605038 -1.603846 -0.225100 -0.09 0.08 -0.15
H 1.533543 -1.694136 -1.311269 0.09 0.12 0.06
H 2.400213 -1.116547 -2.711306 -0.10 -0.02 0.14
H 0.353976 0.203185 -2.248477 0.27 0.00 0.10
H 1.808764 1.183137 -2.328773 0.03 -0.11 0.18
H 0.587692 2.089350 -0.561317 -0.01 -0.13 0.05
H 1.797306 1.150755 0.284575 -0.14 0.00 -0.12
H -1.017070 0.082071 -0.344369 0.17 -0.03 0.19
H -0.686221 0.988304 1.114303 0.11 -0.04 -0.13
H 1.704700 -1.480426 1.315224 -0.03 0.03 0.07
H -0.168504 -1.115255 2.783492 -0.02 0.02 -0.05
H -0.751990 -4.026467 2.609424 -0.01 -0.19 0.04
H -1.991748 -2.064105 -0.893293 0.13 0.03 -0.17
H 0.099432 -4.577205 -0.692376 0.06 0.06 0.09
C -1.924591 2.156813 -2.910207 -0.03 -0.02 -0.08
C -3.202912 1.514796 -2.427226 -0.07 0.03 0.10
O -3.630945 0.445976 -3.305876 0.18 -0.07 0.01
C -2.979382 -0.695295 -3.165138 -0.44 -0.08 -0.03
O -2.094669 -0.912037 -2.362484 0.05 0.15 -0.04
O -3.471492 -1.591127 -4.020395 0.36 0.26 0.14
C -2.720811 -2.806631 -4.021288 0.20 -0.65 0.12
H -2.045529 2.503013 -3.937599 0.00 0.03 0.01
H -1.679039 3.016638 -2.285594 0.00 0.00 -0.01
H -1.095653 1.450326 -2.866976 -0.06 0.08 -0.02
H -4.038766 2.210265 -2.444219 0.03 0.01 -0.01
H -3.092862 1.114673 -1.419523 -0.02 0.00 -0.01
H -2.525624 -3.129984 -3.000910 -0.04 -0.06 -0.04
H -1.766326 -2.678805 -4.530990 -0.03 0.14 -0.02
H -3.299634 -3.569263 -4.532589 -0.19 0.20 -0.08
C 1.179420 8.682276 -1.777320 -0.01 0.01 0.03
C 1.301528 7.393184 -0.999307 -0.02 -0.11 0.03
O 0.552244 6.324220 -1.621637 0.01 0.05 0.00
C 1.145243 5.750518 -2.665364 0.01 0.01 0.05
O 2.236832 6.013759 -3.098492 0.01 0.02 -0.03
O 0.324654 4.816351 -3.149755 0.02 -0.02 -0.04
C 0.830118 4.129320 -4.302298 0.01 -0.04 0.05
H 0.131562 8.955593 -1.902079 0.01 0.01 -0.01
H 1.680271 9.483021 -1.230874 0.00 0.00 -0.02
H 1.647706 8.586915 -2.755575 -0.01 0.01 0.00
H 0.857282 7.474548 -0.009500 0.01 0.03 -0.01
H 2.340678 7.080754 -0.903491 -0.01 0.01 0.00
H 1.831441 3.746960 -4.114039 -0.02 0.00 0.01
H 0.858717 4.798394 -5.161002 -0.01 0.00 0.01
H 0.135743 3.313245 -4.473758 0.02 0.00 -0.05
C -1.458775 -4.290615 8.433340 -0.02 0.00 0.03
C -2.853744 -4.843414 8.251316 -0.10 0.00 -0.04
O -3.595900 -4.099846 7.262419 0.06 0.00 0.01
C -3.309960 -4.402833 5.994044 0.03 -0.05 0.04
O -2.531466 -5.247306 5.630086 0.02 0.01 -0.01
O -4.035024 -3.620603 5.203325 -0.02 0.00 0.01
C -3.838567 -3.842728 3.797787 -0.09 0.05 -0.04
H -1.498364 -3.230271 8.683700 0.01 0.00 0.00
H -0.962565 -4.818104 9.249745 0.01 0.01 -0.02
H -0.871927 -4.427134 7.526542 0.01 0.01 0.01
H -3.450010 -4.736448 9.155413 0.03 -0.01 0.01
H -2.829845 -5.892270 7.957594 0.00 0.01 0.01
H -4.004244 -4.887325 3.542271 0.02 0.02 0.03
H -2.835063 -3.560364 3.490974 -0.02 -0.02 0.03
H -4.573906 -3.208344 3.312546 0.02 -0.02 -0.05
```
Positions in Å, forces in eV/Å.

Output
* spin multiplicity: 1
* E_tot: -2338.9106 Ha
* LUMO level: 0.522 eV
* SMILES: CCOCCCCC[SiH2]P(=N)(O)O.CCOC(=O)OC.CCOC(=O)OC.CCOC(=O)OC

Results of the Löwdin charge analysis, in e, for atoms 1 through 4:
1 C -0.08
2 C -0.28
3 O -0.16
4 C -0.23

=====

no.,frontier orbital gap (hartree)
1,0.328
2,0.368
3,0.357